38
Properties=species:S:1:pos:R:3 method="wB97M-V/def2-TZVPD" fmax_ev_per_a=1.666 energy_ha=-2136.07833 orbital_gap_ha=0.23234 charge=+2 homo_energy_ev=-14.31
Na 8.47 -20.95 18.51
Na 7.82 -18.59 20.41
Na 12.19 -16.42 22.34
C 12.12 -18.26 18.29
F 13.32 -17.76 18.52
F 11.26 -17.24 18.09
F 12.15 -19.02 17.22
S 11.54 -19.24 19.74
O 11.56 -18.31 20.87
O 10.18 -19.68 19.38
O 12.44 -20.35 19.89
O 11.42 -15.14 20.02
H 11.00 -14.32 20.33
H 11.98 -14.85 19.29
O 12.41 -23.37 19.73
H 12.69 -24.14 20.24
H 13.21 -23.08 19.28
O 15.09 -20.96 19.10
H 14.17 -20.85 19.37
H 15.50 -20.09 19.22
O 8.98 -16.48 19.76
H 9.91 -16.18 19.73
H 8.51 -15.90 19.14
O 14.43 -18.96 21.64
H 14.21 -18.25 21.03
H 13.71 -19.59 21.55
O 14.30 -19.37 15.28
H 14.40 -19.87 16.10
H 14.98 -18.69 15.32
O 16.24 -18.39 19.25
H 16.89 -18.08 18.61
H 15.76 -17.60 19.55
O 14.86 -16.02 20.16
H 15.64 -15.83 20.71
H 14.77 -15.25 19.59
O 10.36 -22.23 21.66
H 10.92 -21.87 22.36
H 10.92 -22.17 20.87



17
Properties=species:S:1:pos:R:3 method="wB97M-V/def2-TZVPD" fmax_ev_per_a=2.112 energy_ha=-346.91165 orbital_gap_ha=0.33397 charge=0 homo_energy_ev=-8.10
C 0.85 -2.25 -0.49
O 1.47 -1.16 0.30
C 0.89 0.05 0.06
C -0.33 0.40 0.45
C -1.06 -0.25 1.56
O -0.91 1.58 0.06
C -0.36 2.25 -1.04
H 1.20 -2.00 -1.49
H -0.25 -2.46 -0.55
H 1.36 -3.10 -0.04
H 1.52 0.77 -0.40
H -2.07 -0.54 1.29
H -0.52 -1.13 1.93
H -1.13 0.47 2.39
H 0.63 2.67 -0.82
H -1.04 3.08 -1.28
H -0.27 1.60 -1.92



14
Properties=species:S:1:pos:R:3 method="wB97M-V/def2-TZVPD" fmax_ev_per_a=12.652 energy_ha=-415.63689 orbital_gap_ha=0.33731 charge=0 homo_energy_ev=-8.80
C -1.09 -0.22 2.04
C 0.15 -0.15 1.47
C 1.49 0.41 -1.50
C -0.63 0.10 -0.86
H -0.59 -0.76 3.10
H -2.40 0.58 1.83
H 1.15 -0.55 2.10
H 1.61 1.34 -2.12
H 2.17 -0.48 -1.83
H -1.94 -1.32 -1.54
N 0.12 0.37 0.17
N -1.76 -0.14 -0.73
O 1.45 0.95 -0.21
O 0.27 -0.13 -1.91



65
Properties=species:S:1:pos:R:3 method="wB97M-V/def2-TZVPD" fmax_ev_per_a=0.776 energy_ha=-3325.75886 orbital_gap_ha=0.28518 charge=0 homo_energy_ev=-8.44
C 2.76 1.79 2.44
C 2.93 3.03 1.59
O 1.68 3.42 1.03
C 1.55 3.10 -0.33
C 0.21 3.62 -0.88
O -0.67 3.99 0.14
C -2.03 3.73 -0.12
C -2.45 2.41 0.46
C -1.56 1.44 0.74
C -1.96 0.15 1.22
O -1.02 -0.78 1.47
C 0.06 -0.95 0.54
C -0.06 -2.30 -0.15
C -1.00 -2.16 -1.36
C 1.32 -2.73 -0.64
C 2.32 -3.21 0.42
C 1.79 -4.29 1.36
C 3.61 -3.67 -0.27
C -3.26 -0.17 1.47
P -3.65 -1.79 2.16
O -5.23 -1.94 2.09
O -3.20 -2.83 1.03
S -2.92 -2.12 3.92
C -4.23 0.85 1.22
N -5.55 0.79 1.41
S -6.15 2.19 0.97
N -4.83 2.97 0.51
C -3.82 2.12 0.71
H 2.15 2.01 3.32
H 3.73 1.43 2.79
H 2.29 0.99 1.86
H 3.29 3.86 2.19
H 3.65 2.84 0.79
H 1.58 2.00 -0.44
H 2.37 3.51 -0.92
H -0.24 2.81 -1.49
H 0.39 4.46 -1.56
H -2.21 3.69 -1.20
H -2.65 4.53 0.26
H -0.51 1.64 0.64
H 0.99 -0.87 1.10
H 0.04 -0.17 -0.22
H -0.49 -3.01 0.55
H -1.87 -1.53 -1.14
H -1.31 -3.12 -1.76
H -0.45 -1.64 -2.16
H 1.76 -1.87 -1.15
H 1.22 -3.50 -1.41
H 2.60 -2.34 1.03
H 0.82 -4.04 1.78
H 2.48 -4.40 2.20
H 1.74 -5.26 0.86
H 3.40 -4.28 -1.15
H 4.22 -4.27 0.41
H 4.21 -2.82 -0.59
H -5.59 -1.78 2.97
H -2.99 -2.40 0.19
Cl 3.12 1.67 -3.09
C 1.72 1.44 -4.17
C 0.77 0.40 -3.65
Cl 1.47 -1.24 -3.68
H 2.10 1.18 -5.15
H 1.21 2.40 -4.24
H -0.13 0.38 -4.27
H 0.48 0.62 -2.62



114
Properties=species:S:1:pos:R:3 method="wB97M-V/def2-TZVPD" fmax_ev_per_a=1.093 energy_ha=-2861.67775 orbital_gap_ha=0.18855 charge=-2 homo_energy_ev=-0.88
Pb 0.09 0.26 0.11
C -6.10 -1.87 1.68
C -5.66 -0.56 1.01
C -4.35 -0.70 0.28
C -4.15 -0.84 -1.06
C -5.16 -0.76 -2.16
C -5.34 0.70 -2.60
C -2.71 -0.94 -1.25
C -2.06 -1.12 -2.47
C -0.69 -1.25 -2.68
C -0.04 -1.43 -3.97
C -0.75 -1.39 -5.29
C -1.42 -2.73 -5.64
C 1.29 -1.57 -3.73
C 1.46 -1.47 -2.29
C 2.68 -1.56 -1.62
C 2.91 -1.43 -0.25
N 1.96 -1.25 0.69
C 2.58 -1.16 1.89
C 1.93 -0.97 3.11
C 0.56 -0.82 3.35
N -0.38 -0.79 2.38
C -1.58 -0.62 2.97
C -2.81 -0.59 2.28
C -3.04 -0.71 0.91
N -2.09 -0.83 -0.05
C -1.41 -0.50 4.41
C -0.08 -0.64 4.65
C 0.62 -0.61 5.98
C 0.91 0.82 6.46
C -2.51 -0.21 5.38
C -2.95 1.26 5.30
C 4.02 -1.27 1.71
C 4.23 -1.44 0.37
C 5.52 -1.50 -0.38
C 5.90 -2.93 -0.79
C 5.05 -1.09 2.78
C 5.32 0.40 3.03
N 0.26 -1.24 -1.71
C 2.42 -1.69 -4.70
C 2.96 -3.13 -4.81
H -7.02 -1.73 2.25
H -5.32 -2.22 2.36
H -6.26 -2.64 0.93
H -5.56 0.22 1.77
H -6.43 -0.24 0.31
H -6.12 -1.16 -1.82
H -4.84 -1.36 -3.01
H -5.72 1.30 -1.78
H -6.03 0.78 -3.45
H -4.37 1.12 -2.89
H -2.69 -1.13 -3.35
H -0.04 -1.13 -6.08
H -1.50 -0.60 -5.26
H -0.67 -3.52 -5.71
H -1.95 -2.67 -6.60
H -2.14 -3.01 -4.87
H 3.55 -1.69 -2.24
H 2.57 -0.92 3.99
H -3.69 -0.47 2.90
H 1.56 -1.17 5.91
H 0.00 -1.12 6.73
H 1.56 1.33 5.75
H 1.40 0.81 7.44
H -0.01 1.39 6.55
H -2.17 -0.42 6.40
H -3.37 -0.85 5.18
H -2.13 1.92 5.58
H -3.81 1.46 5.95
H -3.22 1.51 4.27
H 6.32 -1.08 0.23
H 5.42 -0.87 -1.27
H 6.07 -3.55 0.09
H 6.82 -2.93 -1.40
H 5.10 -3.39 -1.38
H 5.98 -1.59 2.49
H 4.71 -1.56 3.71
H 5.68 0.87 2.12
H 6.05 0.55 3.83
H 4.39 0.90 3.31
H 3.22 -1.03 -4.37
H 2.11 -1.36 -5.69
H 3.21 -3.52 -3.82
H 3.85 -3.16 -5.43
H 2.20 -3.79 -5.24
O 3.57 1.20 -2.34
C 2.44 1.63 -2.05
O 1.99 1.80 -0.87
C 1.53 2.01 -3.24
C 2.22 2.16 -4.44
C 1.62 2.57 -5.62
C 0.26 2.84 -5.60
C -0.46 2.68 -4.43
C 0.14 2.26 -3.22
S -0.99 2.08 -1.89
H 3.28 1.94 -4.42
H 2.20 2.68 -6.53
H -0.25 3.18 -6.50
H -1.52 2.87 -4.42
C -2.88 3.15 1.05
C -1.50 3.64 1.47
O -0.94 2.66 2.32
C 0.26 3.03 2.96
C 1.39 3.44 2.03
H -3.37 3.89 0.42
H -3.49 2.95 1.93
H -2.76 2.23 0.48
H -1.57 4.60 2.01
H -0.88 3.78 0.58
H 0.55 2.15 3.54
H 0.04 3.85 3.67
H 1.54 2.70 1.25
H 2.31 3.54 2.61
H 1.19 4.40 1.56



10
Properties=species:S:1:pos:R:3 method="wB97M-V/def2-TZVPD" fmax_ev_per_a=2.548 energy_ha=-5634.66431 orbital_gap_ha=0.32736 charge=0 homo_energy_ev=-10.10
C 1.14 3.33 -2.59
C -1.20 -3.51 1.01
N 2.09 1.43 0.06
N 1.74 1.33 1.10
O 1.47 3.00 -3.62
O -0.81 -2.49 1.36
O 2.39 1.67 -1.04
O -1.61 -4.52 0.64
Br -2.91 -0.90 2.26
Br -2.30 0.66 0.81



50
Properties=species:S:1:pos:R:3 method="wB97M-V/def2-TZVPD" fmax_ev_per_a=0.630 energy_ha=-1564.17755 orbital_gap_ha=0.30244 charge=0 homo_energy_ev=-7.85 smiles="CSCC[C@H](NC(=O)c1ccccc1)C(=O)Nc1ccc(NC(C)=O)cc1"
C -3.73 -3.48 1.86
S -4.55 -3.94 0.30
C -4.10 -2.53 -0.77
C -2.63 -2.48 -1.16
C -1.83 -1.46 -0.34
N -2.34 -0.12 -0.57
C -2.24 0.86 0.34
O -1.65 0.70 1.40
C -2.88 2.15 -0.02
C -4.00 2.23 -0.85
C -4.56 3.46 -1.14
C -4.01 4.62 -0.61
C -2.91 4.55 0.22
C -2.35 3.32 0.52
C -0.33 -1.52 -0.70
O 0.09 -2.13 -1.66
N 0.41 -0.81 0.19
C 1.79 -0.58 0.19
C 2.29 0.28 1.17
C 3.64 0.55 1.23
C 4.52 -0.02 0.32
N 5.88 0.29 0.44
C 6.93 -0.12 -0.33
C 8.25 0.47 0.15
O 6.84 -0.86 -1.28
C 4.02 -0.88 -0.66
C 2.67 -1.15 -0.72
H -4.12 -4.14 2.62
H -3.97 -2.45 2.11
H -2.65 -3.62 1.77
H -4.42 -1.62 -0.26
H -4.73 -2.67 -1.65
H -2.52 -2.21 -2.21
H -2.17 -3.46 -1.03
H -1.93 -1.65 0.74
H -2.68 0.08 -1.50
H -4.45 1.33 -1.24
H -5.43 3.51 -1.78
H -4.45 5.58 -0.85
H -2.48 5.45 0.64
H -1.49 3.24 1.17
H -0.11 -0.32 0.91
H 1.61 0.73 1.88
H 4.01 1.21 2.00
H 6.09 0.92 1.20
H 8.44 0.16 1.18
H 9.05 0.11 -0.49
H 8.21 1.55 0.11
H 4.69 -1.32 -1.37
H 2.29 -1.81 -1.49



111
Properties=species:S:1:pos:R:3 method="wB97M-V/def2-TZVPD" fmax_ev_per_a=4.673 energy_ha=-6832.71092 orbital_gap_ha=0.35006 charge=0 homo_energy_ev=-9.27 smiles="O=S1(=O)CCCC1.O=S1(=O)CCCC1.O=S1(=O)CCCC1.O=S1(=O)CCCC1.O=S1(=O)CCCC1.O=C1CCCO1.ClCCCl.ClCCCl.ClCCCl"
O 21.14 28.81 4.82
S 22.14 29.69 5.40
O 22.93 29.19 6.50
C 23.29 30.19 4.04
C 23.74 31.60 4.48
C 22.45 32.29 4.89
C 21.50 31.39 5.70
H 22.63 30.22 3.18
H 24.08 29.44 3.99
H 24.42 31.45 5.32
H 24.32 32.05 3.68
H 21.94 32.56 3.96
H 22.72 33.19 5.46
H 20.49 31.51 5.33
H 21.35 31.55 6.77
O 24.28 19.52 2.43
S 22.90 19.92 2.15
O 22.23 20.87 2.98
C 22.89 20.59 0.46
C 21.53 20.06 -0.04
C 21.39 18.61 0.36
C 21.90 18.42 1.81
H 23.72 20.14 -0.09
H 22.99 21.67 0.52
H 20.78 20.70 0.43
H 21.39 20.16 -1.12
H 21.89 17.92 -0.31
H 20.34 18.33 0.27
H 22.53 17.55 1.94
H 21.07 18.38 2.51
O 17.60 29.25 7.55
S 18.78 29.31 6.70
O 19.49 30.54 6.48
C 19.89 27.99 7.33
C 20.15 27.13 6.08
C 18.80 27.03 5.36
C 18.40 28.47 5.17
H 19.35 27.35 8.03
H 20.78 28.39 7.79
H 20.92 27.57 5.44
H 20.48 26.13 6.39
H 18.18 26.48 6.07
H 18.81 26.41 4.46
H 17.39 28.71 4.83
H 19.09 28.91 4.45
O 23.30 24.29 2.33
S 22.00 24.32 1.69
O 21.44 23.12 1.06
C 20.75 24.96 2.93
C 20.80 26.47 2.72
C 20.91 26.74 1.22
C 21.83 25.76 0.55
H 20.95 24.50 3.90
H 19.73 24.68 2.65
H 20.00 27.02 3.22
H 21.74 26.71 3.23
H 21.17 27.78 1.01
H 19.96 26.70 0.69
H 22.87 26.09 0.43
H 21.52 25.45 -0.45
O 18.09 23.83 2.94
S 18.15 23.14 4.22
O 17.89 23.82 5.46
C 17.14 21.61 4.20
C 17.98 20.44 4.78
C 19.39 20.69 4.27
C 19.76 22.17 4.33
H 17.05 21.48 3.12
H 16.18 21.86 4.65
H 17.97 20.49 5.87
H 17.52 19.50 4.48
H 19.53 20.27 3.27
H 20.17 20.12 4.79
H 20.44 22.47 3.53
H 20.28 22.44 5.25
O 21.48 22.84 6.14
C 22.46 22.29 5.70
C 22.77 20.81 5.69
C 24.25 20.76 5.32
C 24.50 22.09 4.64
O 23.54 22.93 5.27
H 22.50 20.32 6.63
H 22.09 20.43 4.92
H 24.87 20.75 6.23
H 24.55 19.96 4.65
H 25.48 22.54 4.82
H 24.25 22.13 3.58
Cl 21.93 30.57 0.47
C 23.44 30.24 -0.50
C 23.74 31.41 -1.38
Cl 22.45 31.82 -2.51
H 23.31 29.30 -1.01
H 24.17 30.19 0.31
H 24.67 31.23 -1.92
H 23.97 32.32 -0.84
Cl 17.42 31.45 -1.92
C 18.59 30.17 -2.43
C 18.84 29.25 -1.25
Cl 20.11 28.01 -1.65
H 19.51 30.66 -2.76
H 18.24 29.71 -3.35
H 17.97 28.67 -0.96
H 19.16 29.78 -0.36
Cl 17.32 29.01 1.60
C 16.34 27.52 1.85
C 17.09 26.27 1.47
Cl 17.19 26.24 -0.35
H 15.40 27.57 1.30
H 16.04 27.45 2.90
H 16.55 25.38 1.78
H 18.12 26.20 1.82